Entry 1:
Entry from the Open Molecules 2025 dataset: a molecular structure, C39H37N12SYb at a distorted geometry (wB97M-V/def2-TZVPD).

```
90
Properties=species:S:1:pos:R:3:lowdin_spin:R:1
Yb -0.06377 -0.78063 -0.56550 1.01
C 0.96246 -5.54273 -1.55062 0.00
C 0.75112 -4.14229 -1.05287 0.00
N -0.03699 -3.27557 -1.57722 0.00
N -0.75547 -3.61102 -2.68123 0.00
C -1.74612 -2.81599 -3.18208 0.00
N -2.40190 -3.33248 -4.22434 0.00
S -2.12648 -1.30579 -2.58680 0.00
C 1.47829 -3.71971 0.17230 0.00
C 2.46099 -4.51748 0.74189 0.00
C 3.05852 -4.11156 1.92745 0.00
C 2.64807 -2.92895 2.51434 0.00
C 1.68128 -2.17680 1.86540 0.00
N 1.11737 -2.54972 0.71932 0.00
H 1.91848 -5.61757 -2.07410 0.00
H 0.18492 -5.89457 -2.22359 0.00
H 0.98578 -6.23387 -0.71057 0.00
H -0.60078 -4.50845 -3.11642 0.00
H -2.21514 -4.24740 -4.60157 0.00
H -3.13677 -2.78830 -4.64450 0.00
H 2.76388 -5.44602 0.28096 0.00
H 3.82224 -4.72416 2.38729 0.00
H 3.07065 -2.58823 3.44839 0.00
H 1.34702 -1.23004 2.27630 0.00
C 2.82652 5.73158 0.74157 0.00
C 2.06883 4.43724 0.84132 0.00
C 0.73808 4.38255 1.23974 0.00
C 0.05758 3.18397 1.30380 0.00
C 0.66298 1.94325 1.03609 0.00
N -0.05778 0.73367 1.12255 0.00
C -1.00486 0.70088 2.16628 0.00
C -0.73980 1.36467 3.38278 0.00
C -1.64331 1.44731 4.41451 0.00
C -2.88981 0.82717 4.33001 0.00
C -3.89509 0.91579 5.44206 0.00
C -3.13046 0.08134 3.19517 0.00
C -2.22692 0.01186 2.12720 0.00
N -2.60173 -0.90047 1.08074 0.00
C -3.87994 -1.21011 0.76574 0.00
C -3.88762 -2.46241 0.20211 0.00
C -2.54590 -2.84308 0.18172 0.00
N -1.76218 -1.90294 0.70659 0.00
C 2.00942 2.01468 0.64298 0.00
C 2.67460 3.23306 0.52710 0.00
N 2.79815 0.85167 0.40463 0.00
C 4.09672 0.71006 0.73689 0.00
C 4.54886 -0.46117 0.16984 0.00
C 3.43734 -0.97476 -0.49377 0.00
N 2.37548 -0.18350 -0.34191 0.00
H 2.20075 6.57795 1.01728 0.00
H 3.19668 5.89490 -0.27155 0.00
H 3.69192 5.72248 1.40591 0.00
H 0.20892 5.29868 1.47445 0.00
H -0.98459 3.19182 1.59205 0.00
H 0.23005 1.82821 3.49890 0.00
H -1.36845 1.98555 5.31397 0.00
H -4.25965 1.93898 5.54784 0.00
H -3.45011 0.63149 6.39602 0.00
H -4.75065 0.26946 5.25468 0.00
H -4.03753 -0.50708 3.14311 0.00
H -4.68946 -0.53169 0.97504 0.00
H -4.74031 -3.01502 -0.15104 0.00
H -2.12056 -3.76137 -0.18646 0.00
H 3.70123 3.23417 0.17928 0.00
H 4.60600 1.43182 1.35121 0.00
H 5.53734 -0.88081 0.23138 0.00
H 3.36291 -1.88442 -1.06961 0.00
C -3.47683 4.18332 -0.46004 0.00
C -3.73951 2.83118 -0.26900 0.00
C -2.80715 1.89040 -0.65626 0.00
C -1.59201 2.29179 -1.21520 0.00
C -1.33829 3.65217 -1.42197 0.00
C -2.28541 4.58601 -1.05139 0.00
N -0.71683 1.26776 -1.61853 0.00
N 0.28692 1.68032 -2.26233 0.00
C 1.06473 0.75431 -2.95719 0.00
C 1.87176 1.29385 -3.95379 0.00
C 2.59286 0.44377 -4.76973 0.00
C 2.50276 -0.92312 -4.55051 0.00
C 1.70907 -1.37192 -3.51014 0.00
N 1.00107 -0.56861 -2.71980 0.00
H -4.20664 4.92364 -0.16030 0.00
H -4.68009 2.52223 0.16723 0.00
H -3.02000 0.83286 -0.57960 0.00
H -0.40448 3.95458 -1.87145 0.00
H -2.09158 5.63773 -1.21377 0.00
H 1.88963 2.36755 -4.07459 0.00
H 3.20986 0.83955 -5.56492 0.00
H 3.04554 -1.62584 -5.16588 0.00
H 1.65334 -2.43163 -3.29129 0.00
```

Results
- E_HOMO (alpha / beta) (eV) = -11.63 / -11.63
- 2S+1 = 2
- LUMO energy (alpha / beta) (eV) = -6.2033 / -6.2061
- net charge = +2
- Kohn-Sham gap (alpha / beta) (eV) = 5.426 / 5.422



Entry 2:
Entry from the Open Molecules 2025 dataset: a molecular structure, C39H38AuINOPS (wB97M-V/def2-TZVPD).

```
83
Properties=species:S:1:pos:R:3:lowdin_charge:R:1
Au 0.37427 0.06009 1.11423 0.67
I -0.95401 3.03286 -0.99333 1.10
C 0.26125 4.19409 0.27069 -0.61
C -0.36316 5.24134 0.89320 -0.17
C 0.37138 6.22875 1.57436 -0.08
C 1.72998 6.21379 1.51147 -0.04
C 2.41040 5.17222 0.83764 -0.16
C 3.80710 5.26564 0.64404 -0.03
C 4.48157 4.30198 -0.04132 -0.06
C 3.80637 3.12655 -0.40706 -0.08
C 2.45732 2.95685 -0.19210 -0.30
P 1.88396 1.19770 -0.28565 0.89
C 3.38587 0.33288 0.37543 -0.38
C 4.30095 -0.39883 -0.37333 -0.09
C 5.33414 -1.08715 0.25314 -0.08
C 5.47222 -1.04538 1.63033 -0.08
C 4.57742 -0.29849 2.38681 -0.07
C 3.54539 0.38018 1.76365 -0.12
C 1.89995 0.82489 -2.07214 -0.38
C 1.85893 -0.50819 -2.48123 -0.11
C 1.83326 -0.83080 -3.82933 -0.08
C 1.82979 0.17648 -4.78452 -0.09
C 1.84140 1.50456 -4.38464 -0.07
C 1.87729 1.82930 -3.03570 -0.11
C 1.68591 4.05988 0.30501 -0.20
H -1.43842 5.33690 0.81998 0.08
H -0.15408 7.02490 2.08621 0.11
H 2.31540 7.01054 1.95492 0.11
H 4.32308 6.13690 1.03094 0.12
H 5.53905 4.39931 -0.24956 0.11
H 4.37814 2.31316 -0.82994 0.11
H 4.22263 -0.43809 -1.45158 0.10
H 6.02910 -1.66372 -0.34525 0.10
H 6.27126 -1.59225 2.11501 0.10
H 4.67127 -0.26425 3.46503 0.11
H 2.84209 0.94954 2.36144 0.09
H 1.85015 -1.29551 -1.73911 0.08
H 1.81420 -1.87091 -4.13184 0.11
H 1.81671 -0.07323 -5.83816 0.10
H 1.81953 2.29509 -5.12468 0.11
H 1.88752 2.86847 -2.73539 0.09
C -0.16404 -5.13508 1.11246 -0.12
N -0.47884 -3.89460 0.42956 -0.26
C 0.71254 -3.26382 -0.10170 -0.13
C -1.30459 -2.97122 1.21703 -0.19
C -0.74762 -2.47631 2.53637 -0.27
C -0.88209 -3.29865 3.65647 -0.08
C -0.41158 -2.91141 4.90081 -0.10
C 0.18725 -1.66828 5.03648 -0.11
C 0.31541 -0.84592 3.92643 -0.17
C -0.13793 -1.21566 2.65090 -0.29
H 0.35300 -5.79907 0.41682 0.08
H -1.08903 -5.62341 1.42681 0.08
H 0.47833 -4.99827 1.99445 0.08
H 1.22111 -3.96270 -0.77083 0.08
H 1.42682 -2.94157 0.67386 0.08
H 0.41323 -2.38499 -0.67564 0.04
H -2.25675 -3.47976 1.39626 0.12
H -1.49635 -2.10455 0.58316 0.08
H -1.38145 -4.25643 3.55275 0.10
H -0.52050 -3.56968 5.75440 0.10
H 0.53621 -1.32811 6.00424 0.09
H 0.77728 0.12730 4.06418 0.07
C -7.80605 -1.32594 0.39180 -0.05
C -6.56055 -1.02630 -0.39899 -0.27
C -5.95594 0.22509 -0.32450 -0.03
C -4.78108 0.49277 -1.00999 -0.06
C -4.20664 -0.49971 -1.78600 -0.39
C -4.79247 -1.75449 -1.87983 -0.08
C -5.96855 -2.00652 -1.19207 -0.04
S -2.62768 -0.11634 -2.56138 0.88
C -3.03704 -0.70704 -4.22432 -0.23
O -2.58234 1.37139 -2.65614 -0.70
H -8.44768 -0.44798 0.46450 0.08
H -7.54069 -1.62923 1.40738 0.09
H -8.37564 -2.13852 -0.05819 0.08
H -6.41005 0.99830 0.28457 0.12
H -4.30345 1.46403 -0.96724 0.10
H -4.33026 -2.54067 -2.46484 0.11
H -6.42875 -2.98549 -1.26206 0.11
H -4.00805 -0.31197 -4.51522 0.07
H -3.03181 -1.79683 -4.22202 0.05
H -2.25228 -0.33037 -4.87840 0.05
```

Results
- E_HOMO (eV) = -7.81
- LUMO energy (eV) = 0.0186
- Kohn-Sham gap (eV) = 7.828



Entry 3:
Entry from the Open Molecules 2025 dataset: a molecular structure, C39H38BCdF18N11O5P2S2 (wB97M-V/def2-TZVPD).

```
117
Properties=species:S:1:pos:R:3:lowdin_charge:R:1
Cd 0.36021 -0.63032 0.32460 1.41
C -1.95765 -2.34919 2.98835 -0.02
C -2.04554 -0.87143 2.78521 -0.35
C -2.69194 0.02124 3.64926 -0.02
C -2.50178 1.25995 3.09799 -0.06
N -1.80159 1.10898 1.95801 0.02
N -1.52029 -0.21944 1.74693 0.05
B -1.60157 2.11753 0.81932 -0.64
N -0.04216 2.54435 0.66663 0.11
C 0.39553 3.92148 0.69025 0.04
C 1.67514 3.96487 0.39890 0.06
C 2.11917 2.56509 0.10688 -0.37
C 3.43948 2.09242 0.65800 0.02
N 0.90246 1.74656 0.49613 0.14
N -2.04350 1.45885 -0.49216 -0.01
C -3.30026 1.34522 -0.96721 -0.06
C -3.23893 0.65191 -2.15222 -0.01
C -1.87857 0.35073 -2.32846 -0.35
C -1.25879 -0.30810 -3.51865 -0.02
N -1.16549 0.81418 -1.30094 0.06
N -2.32089 3.44144 1.00569 -0.03
C -2.80161 4.26800 0.03866 -0.08
C -3.09715 5.46726 0.62727 -0.02
C -2.74838 5.29943 1.98801 -0.35
C -2.83772 6.29402 3.10343 -0.03
N -2.27146 4.08544 2.20459 0.11
H -2.83881 -2.68434 3.53428 0.09
H -1.07862 -2.61036 3.58373 0.08
H -1.90790 -2.89240 2.04926 0.04
H -3.20253 -0.21624 4.56887 0.11
H -2.79703 2.24194 3.42869 0.11
H -0.29898 4.69934 0.96214 0.12
H 2.33090 4.81810 0.33933 0.15
H 4.03524 2.94914 0.96301 0.11
H 3.98148 1.51432 -0.07843 0.06
H 3.24739 1.44431 1.50378 0.06
H -4.14027 1.76363 -0.43392 0.13
H -4.05661 0.39552 -2.80878 0.11
H -2.03486 -0.64300 -4.20196 0.09
H -0.63245 -1.16121 -3.26317 0.04
H -0.60150 0.37428 -4.05032 0.03
H -2.87453 3.95948 -0.99212 0.12
H -3.50768 6.34464 0.15321 0.10
H -3.58461 7.05539 2.88404 0.07
H -1.87958 6.79387 3.25476 0.08
H -3.10183 5.79742 4.03613 0.08
N -0.42941 -3.85301 0.19402 -0.11
P -0.47040 -2.76821 -1.13879 1.01
C 0.45768 -3.65997 -2.42586 -0.37
C 0.18433 -4.99859 -2.71676 -0.11
C 0.94940 -5.68014 -3.64787 -0.08
C 1.99429 -5.02898 -4.29740 -0.07
C 2.27001 -3.70159 -4.01390 -0.05
C 1.50449 -3.01753 -3.07802 -0.10
C -2.22311 -2.97022 -1.61303 -0.35
C -3.18610 -2.61168 -0.66754 -0.10
C -4.53496 -2.70200 -0.96599 -0.08
C -4.93937 -3.13450 -2.22222 -0.08
C -3.98931 -3.47047 -3.17707 -0.07
C -2.63468 -3.38715 -2.87624 -0.09
C 0.39895 -3.70624 1.30393 -0.42
C 0.71652 -4.81019 2.09055 -0.01
C 1.48015 -4.61805 3.22289 -0.04
C 1.92334 -3.34120 3.54664 -0.05
C 1.57675 -2.30997 2.70868 -0.16
N 0.80725 -2.48062 1.62172 0.00
H -0.65813 -4.81465 -0.00605 0.10
H -0.64223 -5.51186 -2.23561 0.10
H 0.72839 -6.71701 -3.87191 0.11
H 2.59695 -5.56513 -5.01994 0.11
H 3.09334 -3.19581 -4.50290 0.11
H 1.74529 -1.98894 -2.83543 0.07
H -2.87561 -2.23658 0.30050 0.07
H -5.27020 -2.42285 -0.22121 0.11
H -5.99373 -3.20372 -2.45922 0.10
H -4.29938 -3.80254 -4.16005 0.11
H -1.90268 -3.64732 -3.63169 0.10
H 0.36178 -5.79367 1.80643 0.11
H 1.74089 -5.46453 3.84567 0.11
H 2.54195 -3.15562 4.41320 0.12
H 1.89930 -1.29315 2.88185 0.07
F 2.81700 -0.61036 0.41923 -0.26
P 3.96898 -1.75442 -0.07230 0.19
F 3.72173 -1.29954 -1.59848 -0.16
F 2.74610 -2.80787 -0.24118 -0.16
F 5.04665 -2.83750 -0.52944 -0.12
F 5.07728 -0.60661 0.09581 -0.13
F 4.12784 -2.16757 1.46921 -0.13
C 3.13482 0.93083 4.21395 0.02
C 1.69915 1.35411 3.85507 -0.46
O 1.32930 0.97497 2.59350 -0.18
C 1.59014 2.88697 4.03926 -0.55
F 0.41944 3.37763 3.60856 0.14
F 2.55145 3.52306 3.33204 0.13
F 1.74040 3.26886 5.31848 0.16
C 0.72948 0.70352 4.91055 -0.53
F 1.26875 0.62048 6.14503 0.14
F -0.43346 1.36013 5.04531 0.15
F 0.42542 -0.55327 4.54880 0.14
H 3.83122 1.35330 3.49297 0.08
H 3.20929 -0.15539 4.15455 0.09
H 3.42534 1.25125 5.21262 0.09
F 3.77858 0.57245 -4.06735 0.19
C 3.69587 1.54698 -3.18918 -0.67
F 4.55668 1.37327 -2.21522 0.18
F 3.89880 2.72259 -3.76736 0.17
S 1.93930 1.57381 -2.52425 0.77
O 1.55053 0.28082 -2.06437 -0.30
O 2.13690 2.60415 -1.38350 -0.17
N 1.05856 2.35435 -3.47645 -0.26
S 0.96864 2.34956 -5.08761 0.63
O 1.03809 1.02132 -5.62066 -0.27
O 1.74209 3.40458 -5.65184 -0.25
C -0.81453 2.91618 -5.24496 -0.67
F -1.51693 1.95468 -5.82987 0.15
F -1.35868 3.19202 -4.06482 0.14
F -0.84590 4.00005 -6.00448 0.15
```

Results
- relative energy (zero: lowest compared OMol25 entry of this formula, charge and spin) (kcal/mol) = 78.49
- E_HOMO (eV) = -8.76
- LUMO energy (eV) = -1.9836
- Kohn-Sham gap (eV) = 6.778